The following is a DFT calculation (ωB97M-V/def2-TZVPD) of a gas-phase ion, C6H11BrClN2 (charge +1) in a non-equilibrium geometry.

ORCA input file:
```
! wB97M-V def2-TZVPD RIJCOSX def2/J DEFGRID3
* xyz 1 1
Br 0.1539 -2.7130 -1.3021
Cl -2.0660 -2.0786 0.7760
N 0.6888 -0.0109 -0.4689
N 1.0926 1.7038 1.1448
C 0.5535 -1.4426 0.0616
C 0.0375 0.9552 0.4831
C 0.3347 0.2876 -1.8904
C -0.6841 0.1073 1.5512
C -0.4852 -1.3918 1.2215
C -0.9117 0.2765 -2.3601
H -0.1732 0.3065 2.4897
H -1.2276 1.1043 -2.9848
H 1.1890 0.4694 -2.5290
H 1.8006 2.0583 0.5128
H -0.1220 -1.9468 2.0779
H -1.6281 -0.5188 -2.1844
H 1.6843 0.2012 -0.3942
H 0.7173 2.4564 1.7044
H -0.7016 1.6140 0.0362
H 1.4944 -1.7503 0.5059
H -1.7470 0.3123 1.5486
*
```

Computed properties:
SMILES: C=C[N@H+]1[C@H](N)C[C@@H](Cl)[C@H]1Br
HOMO-LUMO gap, eV: 9.7433
Energy above the lowest of the compared OMol25 structures with the same formula, charge and spin, kJ/mol: 41.68

Results of the Mulliken charge analysis, in e, for atoms 1 through 2:
1 Br 0.053
2 Cl -0.129



The following is a DFT calculation (ωB97M-V/def2-TZVPD) of a single C4H10NO2S molecule in a non-equilibrium geometry.

ORCA input file:
```
! wB97M-V def2-TZVPD RIJCOSX def2/J DEFGRID3
* xyz 0 2
S -1.2958 1.0775 -1.4829
O 1.7148 -1.8997 0.0461
O 2.0945 0.3418 0.3283
N -0.9940 -1.5138 0.1759
C 1.3812 -0.6310 0.3476
C -0.5213 0.6780 1.2164
C -0.5282 1.6702 0.0955
C -0.0215 -0.7593 1.0219
H 2.6241 -2.0989 -0.2179
H 0.1797 -1.3025 2.0341
H 0.5485 1.8511 -0.1067
H -1.1383 2.5490 0.2975
H -1.7211 2.3299 -1.9284
H -1.5405 0.6474 1.6480
H -1.9350 -1.0842 0.3105
H -0.7617 -1.3692 -0.8211
H -1.0314 -2.5013 0.4848
H -0.0191 1.1965 2.1017
*
```

Computed properties:
Expectation value of S²: 0.75
HOMO-LUMO gap (alpha / beta), eV: 4.4682 / 9.6002
Energy above the lowest of the compared OMol25 structures with the same formula, charge and spin, kJ/mol: 252.25

Results of the Mulliken charge analysis, in e, for atoms 1 through 2:
1 S -0.275
2 O -0.081



The following is a DFT calculation (ωB97M-V/def2-TZVPD) of a single C6H14O molecule.

ORCA input file:
```
! wB97M-V def2-TZVPD RIJCOSX def2/J DEFGRID3
* xyz 0 1
O -1.4775 2.5132 2.6672
C -0.3900 2.1531 1.8367
C -0.1967 -0.5743 -0.9331
C -0.8721 1.1205 0.8342
C 0.9358 -1.3738 -1.6132
C 0.2624 0.5753 -0.0333
C 0.9400 -2.8403 -1.1761
H 1.0733 0.2211 0.6199
H -0.0153 -3.3187 -1.4233
H -0.7858 -1.2653 -0.3118
H 1.0759 -2.9218 -0.0904
H -1.1537 3.1379 3.3270
H 0.4347 1.7226 2.4288
H 0.6897 1.3873 -0.6389
H -0.8972 -0.1836 -1.6840
H -1.3411 0.2992 1.3919
H 0.8377 -1.3267 -2.7045
H 1.7366 -3.4162 -1.6596
H 1.9097 -0.9218 -1.3819
H -1.6592 1.5634 0.2100
H 0.0130 3.0309 1.3048
*
```

Computed properties:
SMILES: CCCCCCO
HOMO-LUMO gap, eV: 11.3072
Energy above the lowest of the compared OMol25 structures with the same formula, charge and spin, kJ/mol: 47.08

Results of the Mulliken charge analysis, in e, for atoms 1 through 2:
1 O -0.502
2 C -0.532



The following is a DFT calculation (ωB97M-V/def2-TZVPD) of a molecular structure, C2H3Y in a non-equilibrium geometry.

ORCA input file:
```
! wB97M-V def2-TZVPD RIJCOSX def2/J DEFGRID3
* xyz 2 1
Y 0.2469 0.5804 2.0846
C -0.0603 -0.5436 -0.4811
C -0.6190 0.6228 -0.3104
H -0.1492 -1.4016 0.2127
H -0.6945 1.4180 -1.0545
H 1.2762 -0.6760 -0.4512
*
```

Computed properties:
HOMO-LUMO gap (alpha / beta), eV: 6.3061 / 6.7541

Results of the Mulliken charge analysis, in e, for atoms 1 through 2:
1 Y 1.762
2 C -0.609



The following is a DFT calculation (ωB97M-V/def2-TZVPD) of 4 unconnected molecules or ions with the total composition C19H45ClIN2O3 in a non-equilibrium geometry.

ORCA input file:
```
! wB97M-V def2-TZVPD RIJCOSX def2/J DEFGRID3
* xyz 1 1
I -2.3220 5.0601 1.7885
Cl 4.2680 0.7016 1.6805
O -5.2108 -4.3065 -0.9154
O 3.9368 5.1304 1.8787
O 0.1444 -3.7204 -2.1806
N 2.2792 -0.5627 0.4750
N 0.4330 1.6652 0.8899
C -5.7018 -3.9115 0.3544
C -0.9790 -4.5442 -1.8986
C 2.4665 0.4371 1.5201
C 0.3589 0.8833 -0.3842
C 4.2760 6.5024 1.7321
C -7.2074 -3.7145 0.3946
C 6.1797 4.2346 1.3856
C 0.9641 -5.0188 -4.1051
C -1.0388 2.7360 3.3227
C -0.3016 2.9748 0.8348
C 4.1099 7.0258 0.3160
C -5.4513 -3.4092 -1.9873
C -1.4622 3.0493 1.8533
C 1.2651 -4.3676 -2.7669
C 0.9347 -0.5312 -0.1577
C 4.6892 4.2120 1.1013
C -4.8360 -2.0362 -1.7783
C 1.8920 1.8284 1.1924
C -0.6767 -5.6757 -0.9328
H 0.0335 1.0651 1.6164
H 0.2169 -5.8081 -4.0165
H -3.7569 -2.1228 -1.6276
H 5.2906 6.6827 2.0990
H -1.1572 1.6572 3.5330
H -2.2804 2.3849 1.5412
H -5.0079 -3.8637 -2.8743
H -1.7035 3.2662 4.0131
H -5.2501 -1.5306 -0.9043
H 2.0202 2.5277 2.0317
H 0.2282 -1.2029 0.3706
H 2.0205 -3.5931 -2.9112
H 4.3468 8.0894 0.2762
H 3.6062 7.0510 2.3951
H -5.4300 -4.7112 1.0444
H -7.7190 -4.6294 0.0917
H 0.3780 3.8281 0.9726
H 1.6935 -5.0923 -2.0673
H -7.5339 -2.9184 -0.2760
H -0.2888 -5.2808 0.0088
H -1.4101 -4.9257 -2.8291
H 4.4921 4.3705 0.0337
H 4.2962 3.2256 1.3472
H 6.6900 3.4773 0.7883
H -6.5253 -3.3320 -2.1835
H -5.1805 -3.0117 0.7006
H 4.7651 6.5129 -0.3893
H 1.0489 -0.9750 -1.1617
H -5.0170 -1.4024 -2.6478
H 3.0823 6.8827 -0.0259
H 0.5795 -4.2801 -4.8109
H 1.8691 -5.4631 -4.5212
H -0.7557 3.0415 -0.1658
H 0.0690 -6.3653 -1.3301
H 2.1533 0.1031 2.5257
H 6.3687 4.0321 2.4413
H -1.7345 -3.8937 -1.4537
H 2.3711 2.2916 0.3173
H 6.6264 5.2010 1.1514
H -7.5278 -3.4514 1.4038
H 0.9717 1.3910 -1.1395
H -0.6931 0.7749 -0.6728
H 2.3228 -1.4540 0.9562
H -1.5827 -6.2459 -0.7251
H 0.0041 3.0545 3.4611
*
```

Computed properties:
HOMO-LUMO gap, eV: 8.5774

Results of the Mulliken charge analysis, in e, for atoms 1 through 2:
1 I 0.157
2 Cl -0.196



The following is a DFT calculation (ωB97M-V/def2-TZVPD) of a single C4H8N4 molecule in a non-equilibrium geometry.

ORCA input file:
```
! wB97M-V def2-TZVPD RIJCOSX def2/J DEFGRID3
* xyz 0 1
N -0.5938 1.2653 -1.9638
N 0.9960 -0.3628 -1.2174
N 2.3669 -1.4178 0.4214
N 0.0613 -0.9692 0.7258
C -0.6321 0.1272 0.2553
C 1.1073 -1.1450 -0.1542
C -0.1111 0.3956 -0.9926
C -1.7257 0.7688 1.0413
H -1.0120 2.1009 -1.5868
H -1.3789 1.7066 1.4838
H 3.0840 -1.4842 -0.2902
H -2.5821 0.9910 0.4097
H 0.0052 -1.3267 1.6650
H -2.0733 0.1156 1.8391
H 0.1161 1.4719 -2.6525
H 2.3720 -2.2371 1.0160
*
```

Computed properties:
SMILES: Cc1[nH]c(N)nc1N
HOMO-LUMO gap, eV: 7.6900
Energy above the lowest of the compared OMol25 structures with the same formula, charge and spin, kJ/mol: 18.64

Results of the Mulliken charge analysis, in e, for atoms 1 through 2:
1 N -0.527
2 N -0.694



The following is a DFT calculation (ωB97M-V/def2-TZVPD) of a molecular structure, C3H2AlLiO3 in a non-equilibrium geometry.

ORCA input file:
```
! wB97M-V def2-TZVPD RIJCOSX def2/J DEFGRID3
* xyz 1 2
Al -1.0557 -0.6356 -1.6160
O 0.4791 0.7932 0.1282
O -0.0884 -0.9349 2.2923
O 0.4269 0.4899 -2.0652
C 0.9892 1.0550 -1.0940
C -0.5835 -0.1501 0.2768
C -0.3164 -1.2687 1.0811
Li 2.5203 2.4732 -1.0915
H -0.9727 -2.1648 1.0209
H -1.3988 0.3427 1.0674
*
```

Computed properties:
Expectation value of S²: 0.75
HOMO-LUMO gap (alpha / beta), eV: 8.2978 / 7.3541
Energy above the lowest of the compared OMol25 structures with the same formula, charge and spin, kJ/mol: 17.52

Results of the Mulliken charge analysis, in e, for atoms 1 through 2:
1 Al 0.421
2 O -0.236



The following is a DFT calculation (ωB97M-V/def2-TZVPD) of 7 unconnected molecules or ions with the total composition C37H31Cl4F5O2 in a non-equilibrium geometry.

ORCA input file:
```
! wB97M-V def2-TZVPD RIJCOSX def2/J DEFGRID3
* xyz 0 1
Cl -4.9502 16.4151 -12.0032
Cl -7.7410 16.6497 -12.6952
Cl -6.7662 17.8453 -10.2594
Cl -5.9776 18.9826 -12.8165
F -9.4493 19.2091 -10.2278
F -12.8347 13.1353 -14.5237
F -5.7612 10.9323 -16.3937
F -0.1561 23.1011 -13.9936
F -0.4127 21.6004 -9.2284
O -1.8707 12.5390 -13.3072
O -0.5319 17.9140 -13.6591
C -6.2901 13.0015 -13.4807
C -2.7260 18.1889 -9.7414
C -4.0391 21.7893 -14.0629
C -1.7734 18.3021 -8.7267
C -7.6433 12.7684 -13.2437
C -8.6012 20.6167 -8.5673
C -11.7877 15.0712 -13.6582
C -9.6211 20.3013 -9.4645
C -3.8342 23.1660 -13.9773
C -3.0142 20.8673 -14.1049
C -9.9148 22.4279 -7.7030
C -10.7636 21.0738 -9.4949
C -12.4016 14.2409 -11.0943
C -0.9417 16.6149 -13.6446
C -11.5727 15.3274 -11.2969
C -11.2696 15.7662 -12.5842
C -2.8176 19.2802 -10.6163
C -12.4580 13.8757 -13.4698
C -0.6345 14.2863 -14.2650
C -1.4413 22.7198 -14.0909
C -1.0693 19.4746 -8.5179
C -1.5430 13.8629 -13.2739
C -0.3567 15.6352 -14.4302
C -1.1536 20.4915 -9.4335
C -5.7160 12.4661 -14.6092
C -8.3783 11.9564 -14.1232
C -6.4063 11.6334 -15.4570
C -2.5210 23.6026 -13.9729
C -1.8222 16.1551 -12.6920
C -1.7000 21.3710 -14.1613
C -7.7647 11.4565 -15.2712
C -2.0343 20.4130 -10.5096
C -6.3792 17.5106 -11.9598
C -10.9007 22.1332 -8.6461
C -8.7336 21.6962 -7.6883
C -2.1864 14.8300 -12.4859
C -12.8674 13.5148 -12.1902
H -8.0909 21.9254 -6.8484
H -2.1132 12.2192 -12.4302
H -8.3290 10.8549 -15.9737
H -7.7415 19.9699 -8.4630
H -13.4068 12.5901 -12.0266
H -5.7039 13.7529 -12.9697
H 0.1966 18.0379 -14.2729
H -11.5210 15.3676 -14.6671
H -0.8614 20.6858 -14.1135
H -2.3352 24.6728 -13.9860
H -2.9544 14.5623 -11.7736
H 0.4095 15.8474 -15.1719
H -2.3822 16.7995 -12.0281
H -5.0760 21.4628 -14.0418
H -10.0466 23.3247 -7.1109
H -4.6758 12.7502 -14.7438
H -3.1371 17.2097 -9.9263
H -4.6069 23.9137 -13.9011
H -11.5713 20.8721 -10.1912
H -3.1867 19.8029 -14.0559
H -10.6424 16.6155 -12.8139
H -9.3680 11.6163 -13.8564
H -11.2135 15.8655 -10.4271
H -1.5948 17.4334 -8.1038
H -8.2481 13.1398 -12.4245
H -2.1408 21.2677 -11.1638
H -0.2121 13.5009 -14.8746
H -12.7541 13.9817 -10.1061
H -3.6153 19.3188 -11.3519
H -0.3943 19.5256 -7.6727
H -11.8168 22.7085 -8.6000
*
```

Computed properties:
SMILES: ClC(Cl)(Cl)Cl.Oc1ccc(O)cc1.Fc1ccccc1.Fc1ccccc1.Fc1ccccc1.Fc1ccccc1.Fc1ccccc1
HOMO-LUMO gap, eV: 8.4852
Energy above the lowest of the compared OMol25 structures with the same formula, charge and spin, kJ/mol: 0.00

Results of the Mulliken charge analysis, in e, for atoms 1 through 2:
1 Cl -0.073
2 Cl -0.031



The following is a DFT calculation (ωB97M-V/def2-TZVPD) of 2 unconnected molecules or ions with the total composition C2H3NO3 in a non-equilibrium geometry.

ORCA input file:
```
! wB97M-V def2-TZVPD RIJCOSX def2/J DEFGRID3
* xyz 0 1
O -0.1458 -1.3488 -0.4623
O 1.4467 0.3410 -0.2947
O 0.1018 -0.2506 1.3801
N -2.0522 1.8695 -0.9941
C 0.2089 -0.1566 0.0850
C -1.3040 1.0802 -0.6311
H 1.6669 -0.1160 -1.0918
H 0.5000 0.4635 1.7520
H -0.4223 -1.8822 0.2568
*
```

Computed properties:
HOMO-LUMO gap, eV: 11.2677
Energy above the lowest of the compared OMol25 structures with the same formula, charge and spin, kJ/mol: 325.81

Results of the Mulliken charge analysis, in e, for atoms 1 through 2:
1 O -0.462
2 O -0.453



The following is a DFT calculation (ωB97M-V/def2-TZVPD) of a single C3H5N3O molecule.

ORCA input file:
```
! wB97M-V def2-TZVPD RIJCOSX def2/J DEFGRID3
* xyz 0 1
O -2.4617 0.8762 -0.2840
N 0.4544 -0.7456 1.2325
N 0.3002 1.0369 -0.2919
N 1.2409 0.0458 -0.7252
C -0.4025 0.2049 0.5835
C -1.7397 0.0966 0.5586
C 1.4820 -0.7806 0.5053
H 2.0581 0.4766 -1.1535
H 0.7984 -0.6226 -1.3989
H -1.7893 1.3818 -0.7832
H -2.3204 -0.5905 1.1590
H 2.3796 -1.3795 0.5977
*
```

Computed properties:
HOMO-LUMO gap, eV: 7.5173
Energy above the lowest of the compared OMol25 structures with the same formula, charge and spin, kJ/mol: 446.61

Results of the Mulliken charge analysis, in e, for atoms 1 through 2:
1 O -0.547
2 N -0.411



The following is a DFT calculation (ωB97M-V/def2-TZVPD) of a molecular structure, C16H22BrNO3S in a non-equilibrium geometry.

ORCA input file:
```
! wB97M-V def2-TZVPD RIJCOSX def2/J DEFGRID3
* xyz 0 1
Br 0.8225 3.6856 -0.0593
S -3.5614 -1.0975 0.5510
O -3.2797 -1.7063 1.8084
O -0.5825 -1.1458 -1.6376
O -4.7722 -0.4467 0.0444
N 0.8589 -2.3177 -0.4449
C 3.6786 -3.3172 0.5348
C 3.7190 -0.0295 0.1689
C -0.4049 1.2932 1.1438
C -2.3204 0.2482 0.1721
C -1.3046 0.4649 1.3058
C 2.2478 -0.6451 0.0399
C 1.9757 -1.9498 -0.9606
C -1.6634 -2.7232 -0.6539
C -1.3301 2.2968 -0.9044
C 4.9212 -2.2649 0.5404
C -2.3001 1.1099 -0.9766
C -2.9059 -2.2696 -0.8249
C -0.3408 -2.0539 -0.9195
C 4.5165 -0.7787 0.9830
C 2.9892 -2.9245 -0.8818
C -0.4389 2.1660 0.0463
H -1.4961 -0.1636 2.3765
H 3.7993 1.0401 0.3669
H 3.6646 -2.4047 -1.5053
H -2.9101 -1.9529 -1.7667
H 4.1206 -0.8698 2.1881
H 5.5223 -2.0403 -0.2529
H 5.5732 -0.4943 1.0815
H -3.0999 0.9889 -1.2789
H -1.6781 -3.1117 0.7043
H 1.6982 -1.2943 -1.6250
H 0.4524 1.4842 2.0849
H 5.6289 -2.7951 1.4038
H -1.6463 -3.9400 -0.8006
H 3.0342 -3.1537 1.1243
H 1.9490 -0.9845 1.3096
H -1.3864 2.7874 -1.7870
H 1.6094 0.0214 -0.0259
H 2.5714 -3.6191 -1.2936
H 0.8065 -3.1572 0.2623
H -3.7598 -2.8567 -0.8681
H 4.0497 -0.2159 -0.8047
H 4.1071 -4.1979 0.1694
*
```

Computed properties:
HOMO-LUMO gap, eV: 9.4138

Results of the Mulliken charge analysis, in e, for atoms 1 through 2:
1 Br -0.228
2 S 1.139



The following is a DFT calculation (ωB97M-V/def2-TZVPD) of a gas-phase ion, C2H3O3PS3 (charge -2) in a non-equilibrium geometry.

ORCA input file:
```
! wB97M-V def2-TZVPD RIJCOSX def2/J DEFGRID3
* xyz -2 1
S -2.3035 0.4481 -0.7613
S -2.1076 -1.5224 -0.5041
S -3.6075 -2.4407 0.6005
P 0.3990 1.5936 0.1455
O -1.3339 1.4556 0.1906
O 0.7888 2.4001 1.3563
O 0.8167 2.1082 -1.2179
C 0.8306 -0.2277 0.4652
C 1.7512 -0.7911 -0.2907
H 2.1333 -1.8343 0.0583
H 2.3286 -0.4283 -1.2304
H 0.3043 -0.7610 1.1878
*
```

Computed properties:
SMILES: C=C[P@@](=O)([O-])OSS[S-]
HOMO-LUMO gap, eV: 5.8980
Energy above the lowest of the compared OMol25 structures with the same formula, charge and spin, kJ/mol: 0.00

Results of the Mulliken charge analysis, in e, for atoms 1 through 2:
1 S -0.037
2 S -0.134